(1)
ORCA calculation (ωB97M-V/def2-TZVPD) on one molecule with the formula C23H23N3O6S.

Cartesian coordinates (Å):
1 N -6.12 6.92 3.13
2 C -6.43 6.56 2.09
3 C -6.78 6.08 0.78
4 H -7.86 5.98 0.69
5 H -6.44 6.81 0.03
6 C -6.13 4.73 0.45
7 O -6.70 3.93 -0.26
8 N -4.90 4.58 0.99
9 C -4.02 3.50 0.88
10 C -4.28 2.39 0.08
11 C -3.36 1.36 0.01
12 C -2.17 1.42 0.74
13 C -1.91 2.53 1.53
14 C -2.83 3.56 1.60
15 H -2.62 4.42 2.22
16 H -0.99 2.57 2.09
17 C -1.16 0.34 0.68
18 O -0.09 0.38 1.24
19 O -1.57 -0.72 -0.04
20 C -0.59 -1.71 -0.25
21 H -1.09 -2.52 -0.79
22 H -0.21 -2.07 0.72
23 C 0.55 -1.12 -1.10
24 O 0.41 -0.06 -1.67
25 N 1.68 -1.85 -1.17
26 C 1.86 -3.15 -0.56
27 C 2.27 -3.12 0.90
28 C 2.70 -4.30 1.49
29 C 3.09 -4.33 2.81
30 C 3.07 -3.17 3.56
31 C 2.65 -1.98 2.98
32 C 2.26 -1.95 1.65
33 H 1.94 -1.02 1.22
34 H 2.63 -1.07 3.56
35 H 3.37 -3.18 4.60
36 H 3.41 -5.26 3.26
37 H 2.72 -5.21 0.89
38 H 0.93 -3.73 -0.65
39 H 2.63 -3.69 -1.12
40 C 2.77 -1.31 -1.97
41 C 4.13 -1.48 -1.30
42 H 4.73 -0.57 -1.34
43 H 4.06 -1.83 -0.28
44 S 5.01 -2.69 -2.34
45 O 4.55 -4.02 -2.03
46 O 6.42 -2.45 -2.33
47 C 4.20 -2.13 -3.87
48 C 2.78 -1.98 -3.38
49 H 2.34 -2.98 -3.29
50 H 2.16 -1.40 -4.06
51 H 4.32 -2.87 -4.65
52 H 4.67 -1.19 -4.15
53 H 2.54 -0.25 -2.09
54 H -3.56 0.50 -0.61
55 H -5.19 2.34 -0.48
56 H -4.57 5.32 1.60

Values from the calculation:
* E: -51815.6187 eV
* energy above the lowest of the compared OMol25 structures with the same formula, charge and spin: 0.0 kJ/mol
* SMILES: N#CCC(=O)Nc1ccc(C(=O)OCC(=O)N(Cc2ccccc2)[C@@H]2CCS(=O)(=O)C2)cc1
* molecular weight: 469.5 g mol⁻¹
* charge: 0
* lowest unoccupied orbital energy: 0.0098 Ha


(2)
ORCA calculation (ωB97M-V/def2-TZVPD) on C23H23N4SSeTc as an isolated structure at a distorted geometry.

Cartesian coordinates (Å):
1 Tc 0.98 0.12 0.88
2 S 1.95 2.15 2.21
3 C 1.60 1.00 3.36
4 N 1.72 1.23 4.69
5 C 1.36 0.29 5.61
6 C 0.87 -0.91 5.17
7 C 0.80 -1.15 3.79
8 N 1.15 -0.22 2.90
9 H 2.08 2.13 4.98
10 H 1.49 0.55 6.65
11 H 0.57 -1.67 5.87
12 H 0.45 -2.09 3.38
13 C 0.11 -4.37 -1.76
14 C -1.03 -3.47 -1.26
15 C -1.73 -2.81 -2.46
16 C -2.04 -4.28 -0.44
17 C -0.44 -2.43 -0.45
18 C 0.09 -1.52 0.16
19 H -0.29 -5.14 -2.41
20 H 0.62 -4.84 -0.92
21 H 0.83 -3.78 -2.31
22 H -2.17 -3.58 -3.09
23 H -1.00 -2.25 -3.05
24 H -2.51 -2.13 -2.14
25 H -2.52 -5.02 -1.08
26 H -2.82 -3.63 -0.03
27 H -1.55 -4.79 0.38
28 C 2.22 4.68 -0.86
29 C 2.77 3.50 -1.34
30 C 2.05 2.32 -1.26
31 C 0.77 2.33 -0.70
32 C 0.21 3.52 -0.25
33 C 0.94 4.69 -0.33
34 N 0.09 1.12 -0.50
35 C -1.16 1.03 -1.09
36 C -1.41 1.66 -2.31
37 C -2.64 1.56 -2.91
38 C -3.65 0.82 -2.32
39 C -3.43 0.19 -1.11
40 C -2.20 0.30 -0.48
41 H 2.79 5.59 -0.90
42 H 3.77 3.48 -1.74
43 H 2.44 1.39 -1.65
44 H -0.79 3.50 0.18
45 H 0.51 5.61 0.04
46 H -0.61 2.21 -2.79
47 H -2.81 2.05 -3.85
48 H -4.61 0.73 -2.81
49 H -4.22 -0.38 -0.64
50 H -2.02 -0.14 0.49
51 Se 3.16 -0.96 0.33
52 C 4.26 0.46 0.15
53 N 5.02 1.32 0.03

Values from the calculation:
* E: -108556.0526 eV
* energy above the lowest of the compared OMol25 structures with the same formula, charge and spin: 18.1 kJ/mol
* molecular weight: 564.5 g mol⁻¹
* charge: +1
* lowest unoccupied orbital energy (alpha / beta): -0.1969 / -0.1881 Ha
* multiplicity: 2


(3)
ORCA calculation (ωB97M-V/def2-TZVPD) on one molecule with the formula C23H23N5O4S at a distorted geometry.

Cartesian coordinates (Å):
1 C 4.09 -1.35 -4.90
2 H 3.82 -0.66 -5.71
3 O 4.43 -0.64 -3.73
4 C 3.45 0.26 -3.30
5 C 2.23 -0.44 -2.66
6 N 1.53 0.44 -1.77
7 C 0.52 1.29 -2.10
8 N 0.12 1.95 -1.05
9 N 0.85 1.54 0.00
10 C 1.71 0.64 -0.42
11 C 2.63 -0.05 0.44
12 C 3.83 -0.64 0.14
13 N 4.37 -1.18 1.27
14 C 3.53 -0.96 2.33
15 C 3.65 -1.32 3.66
16 C 2.62 -0.96 4.51
17 C 1.51 -0.25 4.04
18 C 1.39 0.12 2.72
19 C 2.42 -0.24 1.85
20 H 0.54 0.67 2.36
21 H 0.73 0.02 4.74
22 H 2.68 -1.22 5.55
23 H 4.50 -1.87 4.02
24 H 5.26 -1.66 1.31
25 H 4.37 -0.70 -0.79
26 S -0.13 1.41 -3.71
27 C -1.58 2.48 -3.40
28 H -1.24 3.32 -2.81
29 H -1.89 2.80 -4.40
30 C -2.72 1.72 -2.73
31 O -3.64 1.26 -3.38
32 N -2.57 1.65 -1.40
33 C -3.32 0.93 -0.46
34 C -2.78 0.81 0.81
35 C -3.46 0.10 1.80
36 C -4.70 -0.47 1.51
37 C -5.22 -0.35 0.23
38 C -4.54 0.33 -0.76
39 H -4.95 0.41 -1.75
40 H -6.18 -0.81 0.03
41 O -5.43 -1.13 2.47
42 C -4.98 -0.89 3.78
43 C -3.46 -1.00 3.84
44 H -3.15 -2.00 3.50
45 O -2.86 -0.01 3.03
46 H -3.09 -0.83 4.86
47 H -5.28 0.12 4.10
48 H -5.46 -1.64 4.42
49 H -1.83 1.25 1.05
50 H -1.69 2.01 -1.02
51 H 2.57 -1.31 -2.09
52 H 1.52 -0.76 -3.44
53 H 3.94 0.88 -2.54
54 H 3.11 0.91 -4.12
55 H 3.27 -2.05 -4.74
56 H 4.99 -1.90 -5.19

Values from the calculation:
* E: -50699.9631 eV
* energy above the lowest of the compared OMol25 structures with the same formula, charge and spin: 222.5 kJ/mol
* SMILES: COCCn1c(SCC(=O)Nc2ccc3c(c2)OCCO3)nnc1-c1c[nH]c2ccccc12
* molecular weight: 465.5 g mol⁻¹
* charge: 0
* lowest unoccupied orbital energy: 0.0188 Ha